82
Properties=species:S:1:pos:R:3:forces:R:3 method="wB97M-V/def2-TZVPD" mol_weight_g_mol=773.54 total_energy_ev=-118669.2812 e_homo_ev="-6.31 / -6.32" s2=9.331 homo_lumo_gap_ev="6.29 / 6.30" multiplicity=6
C -1.465695 -2.077813 -4.234305 0.0 0.1 -0.2
C -1.127191 -2.838745 -2.987941 0.1 -1.0 0.9
H -1.821126 -2.762299 -5.012807 0.0 0.1 0.0
H -0.588806 -1.535488 -4.627646 -0.3 -0.2 0.1
H -2.245716 -1.336557 -4.019779 0.2 -0.1 -0.1
C -0.488273 -4.012846 -3.004569 -0.5 0.2 0.1
C -0.054885 -4.688329 -4.258746 0.3 -0.3 -0.4
H -0.288503 -4.547393 -2.074638 -0.1 0.2 -0.2
H 0.517139 -4.014224 -4.914109 -0.1 -0.2 0.1
H -0.908788 -5.074257 -4.834890 0.2 0.1 0.0
H 0.584861 -5.537795 -4.003743 0.0 0.0 -0.2
Dy 0.678968 1.327325 -0.769675 -0.9 -3.3 -0.6
Cl -1.752041 1.201621 0.285676 0.2 0.5 -0.1
Cl 2.839608 1.604743 -2.130204 0.3 0.3 0.1
H 1.718280 4.866995 3.622883 0.1 -0.2 -0.2
H -0.361624 5.763744 3.584495 -0.2 0.0 -0.2
C 1.701324 4.329452 2.668478 0.2 0.1 0.1
C -0.462921 5.612752 2.507552 -0.2 0.0 0.1
N 0.354226 4.476732 2.116156 0.3 0.2 -0.3
H 1.920372 3.264565 2.824103 -0.1 0.4 0.0
C 0.041739 3.780744 1.052792 1.2 -1.0 -0.4
O 0.913757 3.020358 0.501446 -1.2 2.1 1.4
H -1.501864 5.391608 2.244357 0.1 0.1 0.2
H -0.978304 3.849546 0.663056 0.1 0.0 0.0
H 2.458146 4.755539 1.989038 -0.3 -0.2 0.2
H -0.153994 6.529547 1.984014 0.0 -0.3 0.2
H 1.706676 -1.857595 -2.110719 0.0 0.0 0.1
H 3.286566 -4.130334 -0.001613 0.1 0.3 -0.1
C 2.779550 -1.850492 -1.877723 -0.2 0.0 -0.2
C 3.870371 -3.199575 -0.060595 -0.1 0.1 0.1
N 3.019388 -2.069444 -0.445067 0.2 0.8 0.7
H 3.184594 -0.875616 -2.179183 -0.1 -0.4 0.1
C 2.550026 -1.211571 0.468905 -0.3 -0.4 -1.0
O 1.700588 -0.323511 0.211543 1.2 -0.8 0.7
H 4.324571 -3.008325 0.915783 0.0 0.0 -0.1
H 2.947664 -1.337912 1.487486 -0.3 0.0 -0.2
H 3.287702 -2.654909 -2.417127 -0.2 0.2 0.0
H 4.653046 -3.334121 -0.815371 -0.1 0.1 0.3
O -0.608157 -0.985836 -1.920567 2.6 1.9 1.1
C -1.384098 -2.056273 -1.703112 -0.3 0.2 -0.4
C 0.055158 -3.340615 -0.011423 -0.1 -0.3 0.4
C -1.175058 -2.789552 -0.369354 -0.3 0.2 -0.9
H 0.929291 -3.149264 -0.634751 -0.4 -0.1 0.2
C 0.144582 -4.193075 1.097196 -0.1 0.5 -0.3
H -2.420603 -1.669227 -1.745003 -0.5 -0.7 0.4
C -2.283054 -2.975628 0.446446 0.1 -0.4 0.1
H 1.101717 -4.661028 1.336240 -0.2 0.0 0.0
C -0.995734 -4.457054 1.860754 0.0 0.0 0.0
C -2.204980 -3.839565 1.537528 0.0 0.2 0.1
H -3.210116 -2.471007 0.167176 0.2 -0.3 0.2
H -0.941944 -5.151043 2.698940 0.0 0.1 -0.1
H -3.103965 -4.037135 2.120689 0.3 0.0 0.0
Si -0.911740 3.306006 -3.252735 0.7 -0.6 -0.6
Cl -0.447287 1.185221 -3.089883 -1.2 1.8 -1.3
C 0.714510 4.149993 -2.895037 0.2 0.2 0.0
C -2.256669 3.864022 -2.107838 -0.3 0.1 0.1
C -1.381064 3.597114 -5.029772 0.0 0.0 -0.2
H 1.018428 4.167338 -1.835668 -0.1 0.0 -0.3
H 0.629499 5.196041 -3.230227 0.0 -0.2 0.1
H 1.533213 3.678915 -3.457426 -0.3 0.1 0.2
H -0.651690 3.167629 -5.725815 -0.1 0.0 0.2
H -1.417094 4.678419 -5.212719 0.0 -0.1 0.0
H -2.369428 3.187833 -5.265286 0.1 0.0 0.0
H -2.551873 3.109314 -1.374076 0.0 0.0 -0.1
H -3.129093 4.145256 -2.711283 0.1 -0.1 0.2
H -1.929665 4.763347 -1.571413 0.0 -0.1 -0.1
C 1.274996 -2.049645 3.856222 -0.2 0.2 -0.1
O 0.899763 -0.767895 3.316046 0.1 0.8 0.5
P -0.693305 -0.330346 3.226472 -1.2 -1.1 -0.8
O -1.259590 -0.776101 4.695895 0.5 0.4 0.4
C -0.728290 -0.219274 5.910972 0.0 -0.3 0.0
O -0.678290 1.318667 3.367907 0.8 -0.2 0.6
C -1.952401 1.954906 3.586612 0.1 -0.2 -0.2
H 2.059370 -2.456332 3.202323 -0.2 0.1 0.2
H 0.439105 -2.770111 3.886913 0.2 0.4 -0.1
H 1.680500 -1.908196 4.868757 -0.1 -0.1 -0.3
H -0.714084 -1.041606 6.633250 0.0 0.2 0.0
H 0.294128 0.176122 5.800933 -0.3 -0.1 -0.1
H -1.393521 0.572421 6.274490 0.2 -0.1 -0.1
H -2.787032 1.237022 3.670287 0.4 0.2 0.0
H -1.882655 2.543762 4.510214 -0.1 -0.1 -0.2
H -2.151245 2.600306 2.723827 0.0 -0.1 0.2

=====

124
Properties=species:S:1:pos:R:3:forces:R:3 method="wB97M-V/def2-TZVPD" mol_weight_g_mol=974.39 total_energy_ev=-177706.0713 total_charge=+1 e_homo_ev=-8.05 homo_lumo_gap_ev=2.29
C -3.711011 0.334875 -1.955639 -0.8 0.2 -0.3
N -3.511157 1.357164 -2.994173 1.3 0.4 0.2
C -2.426200 1.028749 -3.915850 0.0 -0.6 0.1
C -3.518187 2.654544 -2.480264 -0.8 0.2 0.2
O -4.490229 3.045797 -1.857620 0.2 -0.2 0.3
C -2.333704 3.587113 -2.643795 0.0 -0.2 -0.4
C -1.033593 3.030009 -2.131648 0.0 0.0 -0.2
C -0.930516 2.526501 -0.843392 -0.1 0.0 0.1
C 0.255816 1.983466 -0.378577 0.1 -0.1 0.0
C 1.362240 1.924123 -1.209513 0.0 0.3 -0.4
C 1.274191 2.455516 -2.496414 0.4 -0.2 -0.1
C 0.086835 2.996491 -2.954597 0.2 -0.1 0.2
S 2.752054 2.404652 -3.474967 -0.2 0.4 -0.3
C 3.307400 0.799237 -3.028631 -0.5 0.3 -0.3
C 3.873898 -0.075017 -3.962681 -0.6 0.1 0.1
C 4.249624 -1.331938 -3.557004 -0.1 0.0 -0.4
C 4.092157 -1.698045 -2.232630 0.2 -0.2 -0.2
C 3.556069 -0.836145 -1.290136 0.4 0.1 0.1
C 3.399956 -1.346732 0.120265 -1.1 -0.5 -0.5
C 2.246693 -2.338947 0.131093 2.5 0.4 0.8
C 2.702720 -3.901080 0.063665 -2.2 0.5 -1.1
O 2.026257 -3.030337 1.249284 -1.9 -0.6 0.0
C 3.141106 0.435423 -1.705403 0.3 -0.5 0.3
N 2.580721 1.355753 -0.815787 -1.5 -0.9 0.2
H -3.711461 0.810538 -0.979506 0.1 0.0 0.2
H -4.678629 -0.148712 -2.069759 0.0 -0.2 0.0
H -2.919872 -0.406857 -2.022868 0.1 -0.1 0.0
H -1.559139 0.629362 -3.385637 0.2 0.1 0.0
H -2.753011 0.250623 -4.602794 -0.2 0.0 -0.1
H -2.110113 1.882088 -4.499301 -0.1 0.1 -0.1
H -2.587899 4.493349 -2.116599 -0.1 0.1 0.0
H -2.240321 3.854596 -3.695265 0.1 0.1 -0.1
H -1.787221 2.537070 -0.182667 -0.1 0.1 0.0
H 0.325093 1.600203 0.631719 0.0 -0.1 0.1
H 0.044567 3.384214 -3.962101 -0.1 0.0 -0.1
H 3.985847 0.271109 -4.975482 0.0 -0.1 -0.2
H 4.668440 -2.009302 -4.283272 0.1 -0.2 0.0
H 4.396547 -2.696565 -1.951887 0.0 0.0 0.3
H 4.242078 -1.940746 0.451096 0.4 0.4 0.2
H 3.123956 -0.588341 0.852581 0.3 0.1 0.1
H 1.364643 -2.094591 -0.461510 0.1 -0.1 -0.3
H 1.934480 -4.000158 -0.764309 -0.5 -0.3 0.5
H 2.398514 -4.853304 0.486824 1.8 -0.5 0.3
H 2.448279 0.916111 0.081043 0.3 0.3 0.3
N -0.492966 -4.706688 2.094582 0.3 0.4 -0.6
H -0.790590 -4.406365 3.022378 -0.1 0.0 0.0
H 0.302537 -4.118496 1.777316 0.2 0.1 0.0
H -0.202514 -5.685348 2.127541 -0.1 0.0 0.0
H -1.334408 -4.612501 1.407389 1.0 -0.1 0.9
F 5.432334 1.336245 -3.290612 1.2 0.1 0.5
Mg -3.377485 -5.063610 1.095982 -1.1 -0.2 -0.4
C -1.082358 -13.587317 -3.270306 -0.4 -0.6 0.3
Si -2.487104 -12.510731 -2.644230 1.0 1.1 -0.9
C -3.301769 -13.551079 -1.187910 -0.4 -0.2 0.5
C -3.773273 -12.427162 -4.017878 -0.3 -0.7 0.3
N -1.915633 -11.065606 -2.122844 -0.6 -0.1 0.6
Si -2.767151 -9.795506 -1.450267 0.4 -0.2 -0.3
C -3.629050 -10.228426 0.192515 -0.1 0.3 0.0
C -4.077247 -9.045998 -2.589937 -0.1 0.2 0.3
C -1.556874 -8.395173 -1.056549 -0.1 0.1 0.2
H -1.435263 -14.572279 -3.600790 0.1 0.0 -0.1
H -0.607996 -13.099520 -4.120904 0.0 0.1 0.0
H -0.331670 -13.745697 -2.493311 0.1 0.1 0.0
H -3.467633 -14.574704 -1.553967 0.6 0.7 -1.7
H -4.274769 -13.135096 -0.889071 0.0 0.0 -0.1
H -2.631432 -13.579648 -0.314610 0.1 0.0 -0.1
H -3.394845 -11.790880 -4.816882 0.0 0.1 0.0
H -4.728619 -12.024024 -3.672763 0.0 0.1 0.0
H -3.981038 -13.416040 -4.443763 0.0 0.1 -0.1
H -4.500153 -10.872030 0.036193 0.0 0.0 0.0
H -3.993609 -9.328069 0.700730 0.0 0.0 0.0
H -2.934526 -10.735539 0.866709 0.0 0.0 0.0
H -3.651916 -8.847742 -3.574855 0.0 0.0 0.0
H -4.454042 -8.096522 -2.191087 0.0 0.0 0.0
H -4.940666 -9.704086 -2.711325 0.0 0.0 -0.1
H -1.060262 -8.054700 -1.966608 0.0 0.0 0.0
H -0.796017 -8.735446 -0.349647 0.0 0.0 0.0
H -2.081543 -7.540631 -0.614318 0.0 0.1 0.0
C -2.619918 9.329463 0.421155 0.0 0.0 0.1
C -1.886658 8.593180 -0.586267 -0.1 -0.3 -0.1
C -2.546482 7.313915 -1.046939 -0.3 -0.1 0.0
O -2.086319 6.623456 -1.928240 0.2 0.2 0.0
C -3.770977 6.918118 -0.371721 0.0 -0.1 0.0
C -4.496946 7.652756 0.646678 0.1 0.3 0.1
C -3.890502 8.984925 1.030038 0.2 0.1 -0.1
O -4.413898 9.739480 1.817815 -0.2 -0.1 0.1
O -5.512189 7.258982 1.169275 -0.1 -0.2 -0.1
O -0.825769 8.947410 -1.044974 0.1 0.2 0.1
H -2.195757 10.261787 0.782409 0.1 0.0 -0.1
H -4.168951 5.955401 -0.690330 -0.1 0.0 0.1
Al -4.015168 -15.541475 -0.272846 -0.5 -0.7 1.3
C -4.355965 9.878201 5.564409 0.1 0.0 -0.1
C -3.032559 9.261771 5.975141 0.0 0.3 0.1
O -1.920227 10.078126 5.606551 0.0 -0.1 -0.1
H -4.381560 10.043580 4.487309 0.0 -0.1 0.0
H -5.189453 9.230625 5.838450 0.0 0.0 0.0
H -4.498884 10.847819 6.046975 0.0 0.0 0.1
H -2.885459 8.302932 5.479452 0.1 0.0 0.0
H -3.009906 9.094417 7.057480 0.0 -0.1 0.0
H -2.023105 10.928075 6.044537 0.0 0.0 0.0
O 6.866748 1.531777 -1.546020 -0.7 0.5 0.1
H 5.934439 1.362151 -1.802013 -0.1 0.4 -0.2
Br 4.680508 3.079302 -0.210170 1.4 0.0 0.2
C 6.692799 6.516919 4.437556 0.0 -0.2 0.3
N 5.195990 6.510491 4.325727 0.1 0.0 0.0
C 4.657028 7.382352 5.409881 -0.1 -0.1 -0.1
C 4.696543 5.119001 4.512520 0.0 0.0 0.0
C 4.719960 7.079782 3.005670 0.2 0.2 -0.1
C 5.129880 6.306947 1.781864 0.3 -0.3 -0.3
O 6.541115 6.268441 1.669873 0.0 0.0 0.1
H 6.942983 6.355416 5.484774 0.0 0.0 0.0
H 7.102388 5.714064 3.840555 0.0 0.1 -0.2
H 7.067061 7.479103 4.104605 0.0 0.0 -0.1
H 4.970608 6.978913 6.368649 0.0 0.0 0.0
H 3.571932 7.390191 5.345771 0.0 0.0 0.0
H 5.049520 8.386339 5.273255 0.0 0.0 0.0
H 5.133995 4.475678 3.754791 0.0 0.0 0.0
H 3.612674 5.123144 4.425738 0.0 0.0 0.0
H 4.991999 4.780690 5.502579 0.0 0.0 0.0
H 5.105952 8.098606 2.967095 0.0 0.0 0.0
H 3.632734 7.112813 3.063368 0.0 0.0 0.0
H 4.713526 6.809412 0.904041 -0.3 0.0 0.1
H 4.742030 5.288759 1.797755 -0.2 -0.1 -0.1
H 6.755872 5.611322 0.992982 0.0 0.0 -0.1